{
  "formula": "C2HINP",
  "method": "ωB97M-V with the def2-TZVPD basis set",
  "homo_energy_ev": -10.19,
  "total_charge": 0,
  "multiplicity": 1,
  "lumo_energy_ev": -2.735,
  "energy_ev": -20963.031,
  "homo_lumo_gap_ev": 7.46,
  "de_lowest_kcal_mol": 97.2,
  "species": ["C", "C", "N", "P", "I", "H"],
  "coordinates": [[2.28860, 0.01092, 0.00763], [1.15151, 0.29888, 0.21897], [-1.09733, 0.74448, -0.13635], [-1.61989, -0.66383, 0.07434], [-4.04413, -0.20576, -0.11013], [3.32124, -0.18469, -0.05445]],
  "forces_ev_per_angstrom": [[0.7, -0.1, 0.0], [-4.8, 0.7, -0.6], [3.9, 2.2, 0.2], [-0.6, -2.8, 0.5], [0.4, 0.1, -0.1], [0.5, -0.1, -0.1]],
  "mulliken_charge": [-0.064, -0.479, -0.159, 0.322, -0.027, 0.407]
}